ORCA calculation (ωB97M-V/def2-TZVPD) on C6H10ClF in the gas phase.

Computed properties:
HOMO = -10.22 eV
SMILES = CC[C@@H]1CC[C@@]1(F)Cl
maximum force = 5.608 eV/Å
calculated total energy = -21621.504 eV

Geometry (Å):
C  2.03561  -0.55011  -0.56882
C  0.75346  -0.95975  0.06606
C  -0.41595  -0.29925  -0.53361
C  -0.13378  1.07910  -0.10399
C  -1.20023  1.06732  0.99906
C  -1.72923  -0.31027  0.24008
F  -1.92336  -1.47058  0.95059
Cl  -3.12456  -0.27097  -0.77390
H  2.10337  0.46093  -0.32282
H  2.92898  -0.93287  -0.07749
H  2.05145  -0.71596  -1.60084
H  0.73658  -2.15343  0.04005
H  0.87091  -0.66870  1.12729
H  -0.66966  -0.11220  -1.52838
H  1.00533  1.36345  -0.01833
H  -0.35002  1.81738  -0.84562
H  -1.96619  1.78083  0.89644
H  -0.97272  0.87509  2.05422

ORCA calculation (ωB97M-V/def2-TZVPD) on C2H5FIN in the gas phase.

Computed properties:
HOMO = -9.46 eV
SMILES = C[C@@](N)(F)I
maximum force = 4.034 eV/Å
calculated total energy = -14462.872 eV

Geometry (Å):
C  -0.05300  -0.25141  0.95049
C  0.72465  0.65494  0.01122
N  0.20248  0.70897  -1.21469
F  0.67313  1.95099  0.56273
I  2.90094  -0.11254  -0.02072
H  0.47948  -0.07137  1.92578
H  -1.00455  0.22616  0.90424
H  -0.13623  -1.27432  0.72851
H  0.52588  1.45085  -1.69628
H  0.56210  -0.14787  -1.61414

ORCA calculation (ωB97M-V/def2-TZVPD) on 2 unconnected molecules or ions with the total composition C4H8O2.

Computed properties:
HOMO = -7.97 eV
SMILES = C=C/C=C/O.O
maximum force = 1.534 eV/Å
calculated total energy = -8371.294 eV

Geometry (Å):
C  -1.89962  -0.30946  1.92753
C  -0.63333  0.05767  1.66553
C  -0.03523  0.23618  0.36015
C  1.00063  1.06095  0.20206
O  1.65899  1.30623  -0.96882
H  -2.25245  -0.16478  2.94048
H  -2.50386  -0.88062  1.23351
H  -0.08861  0.42029  2.53311
H  -0.44107  -0.35184  -0.45549
H  1.31472  1.73170  0.99115
H  1.52608  0.52186  -1.53382
O  0.84385  -0.90235  -2.74047
H  1.04467  -0.98114  -3.67913
H  0.46523  -1.74468  -2.47579

ORCA calculation (ωB97M-V/def2-TZVPD) on a molecular structure, C18H22N5O2Pd.

Computed properties:
2S+1 = 3
HOMO (alpha / beta) = -8.17 / -11.69 eV
maximum force = 2.804 eV/Å
⟨S²⟩ = 2.03
calculated total energy = -34041.834 eV
total charge = +1

Geometry (Å):
Pd  0.02300  0.02920  0.09640
O  -1.25940  3.74300  0.11090
C  -1.19390  2.52010  0.18780
N  0.03450  1.85450  0.32750
C  1.26830  2.55030  0.15350
C  2.40090  1.56310  0.10170
C  3.73650  1.92100  0.06530
C  4.71790  0.93630  0.02060
C  4.32340  -0.40220  0.04590
C  2.98220  -0.70070  0.08420
N  2.02670  0.25090  0.08780
C  -2.28720  1.58080  0.11180
C  -3.62840  1.98100  0.01140
C  -4.62350  1.04160  0.00470
C  -4.27300  -0.32460  0.12730
C  -2.94850  -0.67080  0.21140
N  -1.95550  0.23530  0.18020
H  1.40070  3.27970  0.96640
H  1.23780  3.15630  -0.76630
H  4.01400  2.96330  0.07870
H  5.76290  1.19850  -0.01760
H  5.05240  -1.19590  0.04160
H  2.62910  -1.72580  0.11310
H  -3.83570  3.03700  -0.05860
H  -5.65940  1.32360  -0.08520
H  -5.03500  -1.08710  0.14820
H  -2.63930  -1.70730  0.29780
C  -0.57600  -0.90320  -2.66560
N  -0.48520  -2.32170  -2.39140
C  -0.81600  -3.19760  -3.50200
C  -0.09380  -4.52530  -3.34320
C  -0.46370  -5.10230  -1.98640
N  -0.17810  -4.12670  -0.94870
C  0.03990  -4.63970  0.38870
C  -0.22420  -2.79730  -1.15100
O  0.01710  -2.03020  -0.17900
H  -0.00640  -0.66550  -3.56540
H  -0.15210  -0.33070  -1.79230
H  -1.61860  -0.59680  -2.81400
H  -0.51340  -2.70010  -4.42660
H  -1.89950  -3.35920  -3.54180
H  0.98400  -4.36670  -3.39790
H  -0.38700  -5.20610  -4.13930
H  0.11690  -6.00460  -1.77880
H  -1.52630  -5.37280  -1.96160
H  0.78360  -5.43380  0.37010
H  -0.88590  -5.03760  0.80650
H  0.39570  -3.83440  1.02590

ORCA calculation (ωB97M-V/def2-TZVPD) on C7H12Cl2NO4P in the gas phase.

Computed properties:
HOMO = -9.28 eV
SMILES = CC(C)(C)C(=O)NC(=C(Cl)Cl)P(=O)(O)O
maximum force = 3.139 eV/Å
calculated total energy = -51469.554 eV

Geometry (Å):
C  2.19550  -1.44745  1.04928
C  0.98076  -1.51287  0.10117
C  -0.05675  -2.45331  0.71168
C  1.44699  -2.08962  -1.24897
C  0.48224  -0.05896  -0.11593
O  1.05421  0.64040  -0.90721
N  -0.65756  0.35737  0.53033
C  -1.34111  1.60089  0.42493
C  -2.31032  1.84469  1.37196
Cl  -3.06491  3.35634  1.52483
Cl  -2.68167  0.69931  2.64701
P  -1.14386  2.86594  -0.94497
O  -0.18195  3.90807  -0.54668
O  -2.44822  3.64332  -1.39601
O  -0.59810  2.06132  -2.23859
H  2.58194  -2.44690  1.17657
H  1.93744  -1.02061  2.01008
H  2.99865  -0.87493  0.61882
H  0.30857  -3.47100  0.75034
H  -0.33931  -2.10761  1.73044
H  -0.96646  -2.42508  0.07784
H  1.46707  -3.15878  -1.23071
H  0.77560  -1.83398  -2.06164
H  2.44789  -1.73048  -1.46710
H  -1.00367  -0.32402  1.19512
H  -2.05850  4.37113  -1.91573
H  0.17553  1.60684  -1.84688

ORCA calculation (ωB97M-V/def2-TZVPD) on a molecular structure, C5H10N3.

Computed properties:
HOMO (alpha / beta) = -13.32 / -13.31 eV
maximum force = 4.387 eV/Å
calculated total energy = -9805.984 eV
total charge = +1

Geometry (Å):
C  1.02577  -1.99609  0.08906
C  0.28286  -0.50450  1.51501
C  -0.10623  -0.04088  2.69837
C  -0.28067  -1.17339  -1.84622
C  -1.17341  0.73801  -0.11420
N  1.04921  -1.62480  1.28178
N  0.20139  -1.09887  -0.63547
N  -0.14794  -0.15238  0.23221
H  1.72799  -2.71887  -0.21305
H  -0.94498  0.54127  2.82659
H  0.21934  -0.60097  3.60382
H  2.59750  0.51320  0.38652
H  -0.06376  -1.88838  -2.61751
H  -1.10587  -0.60539  -2.17722
H  -2.15879  0.34398  -0.06970
H  -1.33966  1.55736  0.71493
H  -0.86593  1.32628  -0.94135
H  1.83778  0.61479  0.14825

ORCA calculation (ωB97M-V/def2-TZVPD) on H2INS in the gas phase.

Computed properties:
HOMO (alpha / beta) = -9.00 / -9.00 eV
maximum force = 3.448 eV/Å
calculated total energy = -20456.408 eV

Geometry (Å):
N  0.98973  -0.54039  -0.45613
S  -0.31399  -0.38086  0.41598
I  -1.54950  1.82166  -0.17341
H  0.66584  -0.90057  -1.48509
H  0.20792  0.00015  1.69864

ORCA calculation (ωB97M-V/def2-TZVPD) on 11 unconnected molecules or ions with the total composition C51H87O28P3.

Computed properties:
HOMO = -7.85 eV
SMILES = COP(=O)(OC)OC.COP(=O)(OC)OC.COP(=O)(OC)OC.Oc1ccc(O)cc1.Oc1ccc(O)cc1.Oc1ccc(O)cc1.Oc1ccc(O)cc1.Oc1ccc(O)cc1.COCCOC.COCCOC.COCCOC
maximum force = 3.831 eV/Å
calculated total energy = -139488.377 eV

Geometry (Å):
C  7.64064  0.83688  -5.26683
O  6.69911  -0.14977  -4.79715
P  5.67701  -1.09077  -5.67943
O  6.40878  -2.32114  -6.09472
O  4.36499  -1.32939  -4.79429
C  4.19554  -1.63948  -3.40203
O  5.16805  -0.19287  -6.94249
C  3.71094  -0.29197  -7.30814
H  7.80339  0.87857  -6.34380
H  8.57079  0.68794  -4.71846
H  7.23078  1.80477  -4.97826
H  3.38109  -1.03174  -3.00778
H  5.07639  -1.32481  -2.84240
H  4.10239  -2.70050  -3.17037
H  3.33699  0.66612  -6.94717
H  3.06513  -0.98371  -6.76727
H  3.40796  -0.31561  -8.35492
C  -3.67715  2.67627  -7.67463
O  -4.27660  1.74445  -6.74309
P  -3.37654  0.53672  -6.07286
O  -2.14546  0.99937  -5.37790
O  -4.43488  -0.20162  -5.04540
C  -4.17883  -1.51058  -4.52615
O  -3.08802  -0.44337  -7.34399
C  -4.22778  -1.16614  -7.83763
H  -2.83867  2.26530  -8.23691
H  -3.21734  3.39360  -6.99484
H  -4.32203  3.27375  -8.31902
H  -5.07090  -2.13678  -4.51271
H  -3.97315  -1.52389  -3.45582
H  -3.30584  -2.01496  -4.94042
H  -5.16060  -1.11767  -7.27587
H  -3.72014  -2.13009  -7.80258
H  -4.49639  -0.94150  -8.86985
C  4.75947  -10.77687  -2.89097
O  3.68308  -9.94637  -3.22346
P  3.54137  -8.53046  -2.43497
O  4.40777  -8.43360  -1.18664
O  3.84721  -7.37945  -3.54539
C  5.12678  -7.08115  -3.89650
O  2.01541  -8.31933  -2.14281
C  1.62991  -6.99884  -1.69378
H  4.68987  -11.67482  -3.50494
H  4.99321  -11.01106  -1.85241
H  5.70130  -10.31447  -3.18632
H  5.45294  -6.18080  -3.37583
H  5.22285  -6.76328  -4.93469
H  5.95239  -7.78824  -3.81589
H  2.46660  -6.30851  -1.58658
H  1.06157  -6.95802  -0.76459
H  0.96176  -6.67037  -2.48988
O  -1.66299  -2.54052  0.50839
C  -0.88774  -1.44609  0.75320
C  -0.35233  -1.27435  2.04661
C  0.43791  -0.14953  2.34540
C  0.71592  0.80947  1.39286
O  1.31595  1.97906  1.60900
C  0.17773  0.68864  0.07529
C  -0.58415  -0.46542  -0.28210
H  -2.00671  -2.92812  1.31661
H  -0.50589  -1.99649  2.83485
H  0.65699  -0.15014  3.40295
H  1.17644  2.20855  2.53067
H  0.20396  1.44788  -0.69234
H  -0.97441  -0.56349  -1.28433
O  2.37767  2.60481  6.37815
C  1.66322  1.70347  7.14997
C  0.28181  1.77106  7.35149
C  -0.17017  0.71988  8.10892
C  0.60083  -0.34589  8.58273
O  -0.02120  -1.34096  9.29828
C  1.96730  -0.44578  8.27711
C  2.49789  0.68746  7.63457
H  3.31687  2.60966  6.57686
H  -0.37196  2.55468  6.99805
H  -1.19890  0.66716  8.43347
H  0.39542  -1.86781  9.98416
H  2.56200  -1.33974  8.39359
H  3.57446  0.75149  7.57711
O  -3.76624  4.65248  4.84800
C  -3.29259  5.60515  5.73715
C  -4.25038  6.02067  6.69704
C  -4.02053  7.23413  7.39937
C  -2.81849  7.89248  7.18768
O  -2.50453  9.03339  7.87814
C  -1.84109  7.49541  6.22807
C  -2.06511  6.32207  5.50649
H  -3.34914  4.72095  3.98606
H  -5.13204  5.42341  6.87691
H  -4.79631  7.71258  7.97873
H  -3.32188  9.38485  8.23870
H  -0.92791  8.04348  6.04892
H  -1.32249  5.99572  4.79346
O  -7.40502  -1.78106  9.41449
C  -6.72114  -2.31361  8.32856
C  -6.29282  -3.68207  8.25374
C  -5.71901  -4.11680  7.05656
C  -5.56671  -3.19445  5.96976
O  -5.14422  -3.56860  4.69979
C  -6.00873  -1.90189  6.04021
C  -6.44564  -1.40932  7.29942
H  -7.78953  -0.92119  9.22912
H  -6.47949  -4.40167  9.03714
H  -5.38053  -5.14104  7.10909
H  -5.27115  -4.49902  4.50033
H  -5.77304  -1.20070  5.25333
H  -6.77051  -0.38044  7.34710
O  2.22633  3.57583  -4.83164
C  2.30636  4.59468  -5.70980
C  3.47559  4.85248  -6.41108
C  3.52429  5.97391  -7.23055
C  2.39851  6.67742  -7.46478
O  2.33237  7.79348  -8.26012
C  1.22073  6.29105  -6.83647
C  1.12590  5.23641  -5.97560
H  1.32434  3.63127  -4.50769
H  4.31602  4.17677  -6.35194
H  4.42902  6.20611  -7.77271
H  3.18234  7.82549  -8.70525
H  0.33931  6.77832  -7.22643
H  0.24585  4.93307  -5.42797
C  9.07530  6.20456  -2.17983
O  8.71537  4.96826  -1.49151
C  9.66123  4.37091  -0.67980
C  9.24013  2.99497  -0.27154
O  8.24598  2.80839  0.75013
C  6.86701  2.82116  0.22089
H  9.25986  6.97991  -1.43628
H  8.04788  6.36333  -2.50739
H  9.66956  6.17898  -3.09323
H  9.73048  5.11350  0.11510
H  10.60311  4.52280  -1.20695
H  10.12537  2.65988  0.26900
H  9.15271  2.34818  -1.14454
H  6.55346  1.99103  -0.41209
H  6.65489  3.58722  -0.52493
H  6.13502  2.77903  1.02744
C  -6.56599  -10.03141  6.49777
O  -5.73706  -9.09909  5.92823
C  -5.36219  -9.29122  4.54017
C  -4.29338  -8.22879  4.07496
O  -4.57633  -7.47336  2.90040
C  -4.44685  -8.34664  1.75182
H  -7.53999  -10.18463  6.03305
H  -6.90752  -9.76473  7.49794
H  -6.07488  -11.00317  6.54877
H  -6.27211  -9.04298  3.99378
H  -5.11826  -10.33070  4.32094
H  -3.32971  -8.73302  4.14712
H  -4.19826  -7.54008  4.91444
H  -4.60531  -7.81003  0.81638
H  -5.28553  -9.03585  1.65322
H  -3.58141  -9.00486  1.67535
C  -3.19607  7.45230  -3.70471
O  -2.74513  6.48129  -2.68070
C  -3.82730  6.00468  -1.90686
C  -3.27388  4.92627  -1.06109
O  -4.28479  4.49765  -0.11661
C  -4.84242  3.26501  -0.45451
H  -2.33257  7.99051  -4.09562
H  -3.80268  8.26233  -3.29977
H  -3.89706  6.87511  -4.30767
H  -4.60199  5.46744  -2.45397
H  -4.17009  6.83770  -1.29311
H  -2.37866  5.20041  -0.50297
H  -2.89945  4.15887  -1.73858
H  -4.07811  2.51177  -0.64572
H  -5.35283  3.36707  -1.41221
H  -5.45932  2.94011  0.38333

ORCA calculation (ωB97M-V/def2-TZVPD) on a molecular structure, C24H42Br20F5IO4S.

Computed properties:
HOMO = -9.22 eV
maximum force = 0.641 eV/Å
calculated total energy = -1467132.617 eV

Geometry (Å):
O  -1.32336  3.55496  -1.59570
S  -0.63629  2.75375  -0.65464
O  -1.31905  2.12244  0.42459
O  0.30488  1.69402  -1.36651
C  1.34578  1.36202  -0.43181
I  0.91875  -0.57351  0.37877
C  1.54679  2.64861  0.43896
C  1.43126  2.65553  2.00201
F  1.28310  1.45076  2.57940
F  0.40311  3.44825  2.39396
C  2.70365  3.29805  2.60824
F  2.66161  3.21921  3.93717
F  2.76769  4.58455  2.27671
F  3.80822  2.68710  2.18691
O  0.60911  3.59121  -0.09158
H  2.24088  1.18538  -1.02240
H  2.52583  3.06270  0.18644
Br  -1.84820  3.04769  7.98285
C  -0.28914  2.59879  6.90667
C  -0.58139  2.67447  5.43263
Br  -1.61858  1.15423  4.81344
H  0.02681  1.60794  7.21581
H  0.47259  3.32656  7.17795
H  0.34554  2.64400  4.86810
H  -1.14106  3.56507  5.16530
Br  -2.45124  -0.71098  -1.14734
C  -2.77586  -2.16069  -2.40391
C  -1.48823  -2.76212  -2.89302
Br  -0.57694  -1.65732  -4.20609
H  -3.39484  -1.76053  -3.20058
H  -3.33581  -2.90880  -1.85020
H  -1.68426  -3.70728  -3.39840
H  -0.77842  -2.91580  -2.08506
Br  1.88637  -3.38844  -1.58340
C  1.50886  -4.67222  -2.99442
C  2.77428  -5.20009  -3.61382
Br  3.59377  -3.89746  -4.80577
H  0.87339  -4.16577  -3.71710
H  0.95384  -5.47931  -2.51893
H  2.56166  -6.06850  -4.23064
H  3.52021  -5.45838  -2.86861
Br  4.81659  9.32304  2.21998
C  2.95973  9.31837  2.79737
C  2.80240  8.74325  4.17965
Br  2.96509  6.80582  4.16952
H  2.40314  8.75896  2.05266
H  2.64594  10.35949  2.78265
H  1.80701  8.95328  4.56437
H  3.54717  9.12017  4.87282
Br  -5.13838  4.32128  9.35225
C  -3.68522  5.58699  9.61516
C  -4.09705  6.74212  10.48805
Br  -5.22221  8.01112  9.53616
H  -3.36575  5.90384  8.62802
H  -2.88689  5.02194  10.09032
H  -3.22259  7.30691  10.80296
H  -4.65791  6.42162  11.35975
Br  0.37958  -8.28492  -4.04282
C  -0.74088  -7.95104  -5.59618
C  -0.97099  -6.47526  -5.80078
Br  -2.23919  -5.75035  -4.51494
H  -1.66250  -8.50117  -5.43778
H  -0.20574  -8.36991  -6.44514
H  -1.40572  -6.29019  -6.78013
H  -0.05850  -5.89620  -5.69515
Br  2.30340  -1.42517  -8.22484
C  0.91642  -0.18548  -8.79034
C  -0.34240  -0.34903  -7.98210
Br  -1.33859  -1.93497  -8.49947
H  0.75341  -0.35927  -9.84886
H  1.33316  0.80807  -8.64194
H  -1.01569  0.48779  -8.15292
H  -0.14221  -0.44254  -6.91951
Br  4.54765  0.59232  -0.87960
C  6.24807  1.52230  -1.06820
C  6.06258  2.95112  -1.50412
Br  5.59970  3.08103  -3.38606
H  6.83638  0.94380  -1.77269
H  6.71138  1.48280  -0.08494
H  6.99157  3.50423  -1.38738
H  5.27234  3.45183  -0.95374
Br  1.27218  -7.24389  -0.20548
C  0.91513  -6.98063  1.68822
C  -0.18045  -5.96496  1.86884
Br  0.42592  -4.15314  1.51495
H  1.85378  -6.69343  2.15019
H  0.59630  -7.94628  2.07402
H  -0.55137  -5.96628  2.89121
H  -1.00338  -6.14402  1.18434
Br  -5.18315  -4.88769  -2.61787
C  -7.05027  -4.36296  -2.46646
C  -7.29559  -3.51644  -1.24577
Br  -7.30433  -4.57935  0.38108
H  -7.63063  -5.27952  -2.46208
H  -7.26789  -3.79788  -3.36990
H  -8.27797  -3.05327  -1.30009
H  -6.53862  -2.74981  -1.11404

ORCA calculation (ωB97M-V/def2-TZVPD) on C4H9NO in the gas phase.

Computed properties:
HOMO = -9.83 eV
SMILES = CC(C)NC=O
maximum force = 4.348 eV/Å
calculated total energy = -7829.309 eV

Geometry (Å):
C  -1.20215  0.23611  0.94483
C  -0.05608  -0.32723  -0.17240
C  -0.70396  -0.32335  -1.53193
N  1.04414  0.64792  -0.08543
C  2.19836  0.15936  0.54866
O  2.41437  -0.99716  0.84902
H  -1.97509  -0.50074  0.80306
H  -1.65155  1.23966  0.74914
H  -0.89015  0.23136  2.01070
H  0.27150  -1.29502  0.20386
H  -0.00457  -0.65244  -2.30561
H  -1.03579  0.68907  -1.79263
H  -1.56463  -0.99535  -1.51052
H  0.20738  0.94125  0.54238
H  2.94820  0.94655  0.74687